1.
The following is a DFT calculation (ωB97M-V with the def2-TZVPD basis set) of a cluster of 2 separate species, C3H3FS in total at a distorted geometry.

Calculated values
energy above the lowest of the compared OMol25 structures with the same formula, charge and spin = 67.10 kcal/mol
HOMO (alpha / beta) = -8.71 / -8.74 eV
calculated total energy = -614.00462 hartree
frontier orbital gap (alpha / beta) = 6.520 / 6.554 eV
LUMO level (alpha / beta) = -2.189 / -2.185 eV

```
! wB97M-V def2-TZVPD RIJCOSX def2/J DEFGRID3
* xyz 0 1
C -1.260 0.141 -0.477
C -0.004 -0.320 -0.289
C 1.082 0.467 -0.048
F 1.224 -0.938 2.076
S 2.304 1.381 0.079
H -2.074 -0.537 -0.642
H -1.475 1.192 -0.435
H 0.203 -1.385 -0.264
*
```



2.
The following is a DFT calculation (ωB97M-V with the def2-TZVPD basis set) of a structure of composition C26H33As2I2N2O2Pd at a distorted geometry.

Calculated values
energy above the lowest of the compared OMol25 structures with the same formula, charge and spin = 8.93 kcal/mol
HOMO (alpha / beta) = -8.38 / -11.17 eV
calculated total energy = -6464.97692 hartree
frontier orbital gap (alpha / beta) = 6.382 / 6.180 eV
LUMO level (alpha / beta) = -1.993 / -4.990 eV

```
! wB97M-V def2-TZVPD RIJCOSX def2/J DEFGRID3
* xyz 1 5
Pd -0.042 0.068 -0.187
I -2.980 -0.911 7.195
C -2.322 -1.079 5.241
C -1.773 -2.293 4.806
C -1.376 -2.403 3.502
I -0.538 -4.157 2.783
C -1.564 -1.315 2.553
O -1.357 -1.470 1.346
C -2.045 -0.046 3.077
C -2.148 1.152 2.170
N -0.841 1.591 1.630
C 0.185 1.795 2.657
C 1.315 0.780 2.618
C 2.365 0.900 3.521
C 3.367 -0.050 3.518
C 3.296 -1.097 2.609
C 2.232 -1.131 1.731
N 1.260 -0.210 1.733
C -2.429 0.036 4.384
H -1.671 -3.124 5.489
H -2.621 1.961 2.737
H -2.790 0.911 1.321
H -0.991 2.456 1.128
H -0.261 1.744 3.654
H 0.619 2.791 2.560
H 2.386 1.728 4.219
H 4.189 0.021 4.218
H 4.051 -1.871 2.580
H 2.135 -1.911 0.987
H -2.821 0.968 4.772
C -2.023 3.272 -1.708
As -0.852 1.721 -1.917
C 0.565 2.514 -2.977
C -1.795 0.734 -3.307
C -2.281 1.410 -4.426
C -2.936 0.726 -5.435
C -3.104 -0.650 -5.341
C -2.621 -1.327 -4.234
C -1.972 -0.642 -3.207
As -1.414 -1.592 -1.600
C -0.792 -3.290 -2.316
C -3.170 -2.120 -0.946
H -2.072 3.841 -2.634
H -1.626 3.918 -0.925
H -3.023 2.944 -1.430
H 0.169 2.861 -3.930
H 1.336 1.767 -3.143
H 1.001 3.353 -2.436
H -2.144 2.481 -4.516
H -3.313 1.264 -6.295
H -3.613 -1.191 -6.128
H -2.753 -2.401 -4.166
H -1.635 -3.905 -2.627
H -0.249 -3.806 -1.526
H -0.123 -3.118 -3.155
H -3.780 -2.477 -1.774
H -3.655 -1.267 -0.473
H -3.045 -2.909 -0.207
C 3.944 0.289 -1.146
O 2.546 0.578 -1.044
C 1.664 -0.388 -1.486
C 1.871 -0.961 -2.856
H 4.116 -0.788 -1.176
H 4.428 0.709 -0.265
H 4.368 0.751 -2.040
H 2.782 -0.566 -3.312
H 1.035 -0.726 -3.529
H 1.958 -2.052 -2.835
*
```



3.
The following is a DFT calculation (ωB97M-V with the def2-TZVPD basis set) of a cluster of 3 separate species, C3H9NO in total at a distorted geometry.

Calculated values
energy above the lowest of the compared OMol25 structures with the same formula, charge and spin = 234.03 kcal/mol
HOMO = -8.42 eV
calculated total energy = -249.34074 hartree
frontier orbital gap = 4.220 eV
LUMO level = -4.202 eV

```
! wB97M-V def2-TZVPD RIJCOSX def2/J DEFGRID3
* xyz 0 1
C -0.967 -1.129 -0.751
C -0.487 -0.174 0.061
C 0.719 0.636 -0.267
O 1.282 -0.227 -2.525
N -0.918 0.447 2.526
H -1.672 -1.909 -0.399
H -0.626 -1.188 -1.776
H -0.868 -0.171 1.094
H 1.453 0.468 0.544
H 1.024 0.314 -1.289
H 0.465 1.712 -0.334
H 2.162 -0.365 -2.872
H -0.700 0.196 3.431
H -0.868 1.389 2.557
*
```